Formula: C4H3N3
Source: the Open Molecules 2025 dataset
Level of theory: ωB97M-V/def2-TZVPD

```
10
Properties=species:S:1:pos:R:3:forces:R:3:lowdin_charge:R:1
C 2.168796 0.606446 -0.142218 3.95 0.89 -0.98 -0.26
C -1.407052 0.760460 -0.910574 1.51 1.12 0.10 0.16
C -1.779485 -0.225935 -0.150404 3.27 -0.29 1.20 -0.27
C 1.009168 0.144404 0.153646 -3.44 0.40 -0.60 -0.06
N 3.235189 0.958149 -0.503768 -0.65 0.08 0.28 0.17
N -1.007135 -0.985367 0.762894 0.63 0.04 -0.42 0.02
N 0.317318 -0.734329 0.757607 -1.07 -2.77 1.57 -0.05
H -0.706395 1.571403 -0.903142 0.12 0.33 -0.42 0.02
H -2.708253 -0.584713 -0.342687 -2.83 -1.49 0.13 0.06
H 0.877848 -1.510519 1.278645 -1.49 1.69 -0.87 0.22
```
Positions in Å, forces in eV/Å.

Computed properties:
Max |F| ... 4.166 eV/Å
Highest occupied orbital energy (alpha / beta) ... -8.87 / -8.60 eV
Energy relative to the best compared isomer or geometry (same formula, charge and spin) ... 739.8 kJ/mol
HOMO-LUMO gap (alpha / beta) ... 7.0 / 7.7 eV



Formula: C4H3N3
Source: the Open Molecules 2025 dataset
Level of theory: ωB97M-V/def2-TZVPD

```
10
Properties=species:S:1:pos:R:3:forces:R:3:lowdin_charge:R:1
N 3.200272 -0.801610 0.389395 -1.13 0.16 -0.21 0.19
C 2.075126 -0.658270 0.167049 1.02 -0.16 0.18 -0.10
C 0.668082 -0.461651 -0.107091 -0.08 0.23 0.12 -0.37
N -0.046482 -1.277408 -0.880560 -0.22 0.12 0.02 0.04
C -1.335540 -0.798097 -0.939757 0.32 0.13 0.18 -0.04
C -1.340756 0.455272 -0.085799 -0.09 -0.05 -0.06 -0.21
N 0.025265 0.573227 0.415141 0.13 -0.21 -0.12 0.09
H -2.062091 0.357367 0.733980 0.07 0.01 -0.12 0.12
H -1.615354 1.324745 -0.694846 0.00 -0.11 0.06 0.12
H 0.431480 1.286424 1.002484 -0.02 -0.11 -0.07 0.16
```
Positions in Å, forces in eV/Å.

Computed properties:
Max |F| ... 1.157 eV/Å
Highest occupied orbital energy ... -8.53 eV
Energy relative to the best compared isomer or geometry (same formula, charge and spin) ... 305.8 kJ/mol
HOMO-LUMO gap ... 7.5 eV



Look up the energy relative to the best compared isomer or geometry (same formula, charge and spin) of the first one. 739.8 kJ/mol



energy relative to the best compared isomer or geometry (same formula, charge and spin) of number 1 (C4H3N3)? 739.8 kJ/mol



Copy entry 2 word for word.
Formula: C4H3N3
Source: the Open Molecules 2025 dataset
Level of theory: ωB97M-V/def2-TZVPD

```
10
Properties=species:S:1:pos:R:3:forces:R:3:lowdin_charge:R:1
N 3.200272 -0.801610 0.389395 -1.13 0.16 -0.21 0.19
C 2.075126 -0.658270 0.167049 1.02 -0.16 0.18 -0.10
C 0.668082 -0.461651 -0.107091 -0.08 0.23 0.12 -0.37
N -0.046482 -1.277408 -0.880560 -0.22 0.12 0.02 0.04
C -1.335540 -0.798097 -0.939757 0.32 0.13 0.18 -0.04
C -1.340756 0.455272 -0.085799 -0.09 -0.05 -0.06 -0.21
N 0.025265 0.573227 0.415141 0.13 -0.21 -0.12 0.09
H -2.062091 0.357367 0.733980 0.07 0.01 -0.12 0.12
H -1.615354 1.324745 -0.694846 0.00 -0.11 0.06 0.12
H 0.431480 1.286424 1.002484 -0.02 -0.11 -0.07 0.16
```
Positions in Å, forces in eV/Å.

Computed properties:
Max |F| ... 1.157 eV/Å
Highest occupied orbital energy ... -8.53 eV
Energy relative to the best compared isomer or geometry (same formula, charge and spin) ... 305.8 kJ/mol
HOMO-LUMO gap ... 7.5 eV



Repeat the first record exactly.
Formula: C4H3N3
Source: the Open Molecules 2025 dataset
Level of theory: ωB97M-V/def2-TZVPD

```
10
Properties=species:S:1:pos:R:3:forces:R:3:lowdin_charge:R:1
C 2.168796 0.606446 -0.142218 3.95 0.89 -0.98 -0.26
C -1.407052 0.760460 -0.910574 1.51 1.12 0.10 0.16
C -1.779485 -0.225935 -0.150404 3.27 -0.29 1.20 -0.27
C 1.009168 0.144404 0.153646 -3.44 0.40 -0.60 -0.06
N 3.235189 0.958149 -0.503768 -0.65 0.08 0.28 0.17
N -1.007135 -0.985367 0.762894 0.63 0.04 -0.42 0.02
N 0.317318 -0.734329 0.757607 -1.07 -2.77 1.57 -0.05
H -0.706395 1.571403 -0.903142 0.12 0.33 -0.42 0.02
H -2.708253 -0.584713 -0.342687 -2.83 -1.49 0.13 0.06
H 0.877848 -1.510519 1.278645 -1.49 1.69 -0.87 0.22
```
Positions in Å, forces in eV/Å.

Computed properties:
Max |F| ... 4.166 eV/Å
Highest occupied orbital energy (alpha / beta) ... -8.87 / -8.60 eV
Energy relative to the best compared isomer or geometry (same formula, charge and spin) ... 739.8 kJ/mol
HOMO-LUMO gap (alpha / beta) ... 7.0 / 7.7 eV